DFT (ωB97M-V with the def2-TZVPD basis set) results for a molecular structure, C50H44BrGeIKN2O6.

Results
Kohn-Sham gap (alpha / beta): 5.429 / 6.964 eV
lowest unoccupied orbital energy (alpha / beta): 3.446 / 3.446 eV
2S+1: 2
total charge: -2
energy above the lowest of the compared OMol25 structures with the same formula, charge and spin: 48.00 kcal/mol

Last column: Löwdin spin population.
Geometry (Å):
K  1.164  -0.929  -0.271  0.030
O  0.762  -1.156  4.463  0.000
C  1.174  -2.430  4.445  0.000
C  1.676  -3.028  5.608  0.000
C  2.080  -4.349  5.605  0.000
C  2.003  -5.102  4.442  0.000
C  1.516  -4.512  3.287  0.000
C  1.099  -3.190  3.271  0.002
C  0.587  -2.566  1.985  0.003
O  0.505  -1.211  2.042  0.056
N  -0.698  -3.244  1.702  -0.001
N  -1.205  -2.989  0.495  0.003
C  -2.439  -3.251  0.278  0.004
C  -3.066  -3.000  -0.982  0.000
Br  -2.432  -1.469  -1.922  0.019
C  -4.135  -3.671  -1.460  0.003
C  -4.712  -4.860  -0.908  0.000
C  -6.088  -5.101  -1.074  0.000
C  -6.685  -6.234  -0.562  0.000
C  -5.928  -7.176  0.123  0.001
C  -4.564  -6.971  0.274  0.000
C  -3.961  -5.839  -0.236  0.001
H  0.504  -0.984  3.476  0.000
H  1.732  -2.422  6.505  0.000
H  2.463  -4.793  6.517  0.000
H  2.330  -6.135  4.432  0.000
H  1.458  -5.080  2.366  0.000
H  1.223  -2.922  1.143  0.000
H  -1.368  -3.214  2.468  0.000
H  -3.077  -3.662  1.068  0.000
H  -4.632  -3.275  -2.339  0.000
H  -6.684  -4.369  -1.606  0.000
H  -7.749  -6.387  -0.694  0.000
H  -6.396  -8.066  0.527  0.000
H  -3.962  -7.709  0.790  0.000
H  -2.892  -5.712  -0.139  0.000
C  -2.541  -0.384  2.537  0.100
Ge  -1.400  0.634  1.200  0.450
C  -0.169  1.756  2.322  0.068
C  1.212  1.772  2.225  0.003
C  1.965  2.655  2.984  0.000
C  1.351  3.528  3.868  -0.001
C  -0.028  3.509  3.993  0.004
C  -0.771  2.633  3.220  0.015
C  -2.733  1.935  0.415  0.071
C  -4.002  1.442  0.211  0.024
C  -5.032  2.225  -0.319  0.000
C  -4.814  3.539  -0.630  0.020
C  -3.537  4.104  -0.439  0.002
C  -3.285  5.462  -0.728  0.004
C  -2.044  6.007  -0.538  -0.003
C  -0.996  5.207  -0.072  0.004
C  -1.204  3.880  0.206  -0.003
C  -2.476  3.288  0.058  0.010
H  -3.335  0.253  2.935  0.011
H  -1.891  -0.708  3.347  0.002
H  -3.004  -1.260  2.085  0.001
H  1.746  1.090  1.574  0.001
H  3.044  2.654  2.880  0.000
H  1.943  4.217  4.459  0.000
H  -0.527  4.183  4.681  0.001
H  -1.855  2.649  3.304  0.003
H  -4.223  0.408  0.460  0.001
H  -6.009  1.780  -0.473  0.000
H  -5.608  4.163  -1.027  0.001
H  -4.103  6.067  -1.105  0.000
H  -1.864  7.053  -0.761  0.000
H  -0.008  5.636  0.045  0.000
H  -0.383  3.266  0.521  0.000
C  5.117  1.747  -4.914  0.000
C  3.713  1.594  -4.407  0.001
C  2.951  2.698  -4.058  0.000
C  1.694  2.551  -3.481  0.001
C  0.900  3.765  -3.104  0.000
C  1.185  1.273  -3.245  0.003
C  1.906  0.153  -3.661  0.001
C  1.398  -1.247  -3.505  0.000
C  3.164  0.333  -4.228  0.000
C  -0.087  1.100  -2.399  0.004
O  -1.196  1.046  -2.944  0.000
O  0.180  1.006  -1.164  0.078
H  5.340  2.791  -5.140  0.000
H  5.289  1.155  -5.816  0.000
H  5.820  1.400  -4.153  0.000
H  3.358  3.695  -4.196  0.000
H  1.558  4.591  -2.827  0.000
H  0.239  3.545  -2.272  0.000
H  0.275  4.098  -3.937  0.000
H  0.314  -1.304  -3.450  0.000
H  1.839  -1.732  -2.630  0.000
H  1.735  -1.832  -4.364  0.000
H  3.749  -0.543  -4.489  0.000
I  5.398  5.347  -0.730  0.000
C  5.052  3.264  -0.843  0.000
C  3.766  2.778  -0.716  0.000
C  3.542  1.411  -0.808  0.000
C  4.588  0.533  -1.046  0.000
C  5.871  1.053  -1.180  0.000
C  6.116  2.411  -1.070  0.000
C  4.379  -0.986  -1.243  0.000
O  5.218  -1.556  -1.961  0.000
O  3.370  -1.472  -0.682  0.001
H  2.929  3.447  -0.564  0.000
H  2.510  1.092  -0.754  0.000
H  6.675  0.362  -1.400  0.000
H  7.122  2.801  -1.173  0.000

---

DFT (ωB97M-V with the def2-TZVPD basis set) results for a molecular structure, C50H45HgN9O2P2S.

Results
Kohn-Sham gap (alpha / beta): 5.178 / 7.219 eV
lowest unoccupied orbital energy (alpha / beta): 2.405 / 2.404 eV
2S+1: 2
total charge: -1
energy above the lowest of the compared OMol25 structures with the same formula, charge and spin: 0.12 kcal/mol

Last column: Löwdin spin population.
Geometry (Å):
Hg  0.458  0.631  0.327  0.004
C  2.222  -0.629  -2.261  0.001
P  2.869  -1.407  -0.706  0.001
C  4.660  -1.038  -0.817  0.001
C  5.116  0.188  -1.297  0.000
C  6.464  0.515  -1.241  0.000
C  7.380  -0.378  -0.705  0.000
C  6.936  -1.601  -0.218  0.000
C  5.590  -1.925  -0.269  0.000
C  2.826  -3.178  -1.183  0.000
C  2.089  -4.044  -0.382  0.000
C  1.978  -5.392  -0.707  0.000
C  2.607  -5.883  -1.840  0.000
C  3.352  -5.027  -2.645  0.000
C  3.460  -3.686  -2.316  0.000
C  0.755  -0.881  -2.385  0.000
C  0.049  -1.627  -3.306  0.000
C  -1.323  -1.520  -2.950  0.000
C  -1.379  -0.714  -1.834  0.000
C  -2.547  -0.272  -1.019  0.000
P  -2.464  -1.017  0.671  0.000
C  -2.821  -2.758  0.240  0.000
C  -4.077  -3.359  0.275  0.000
C  -4.234  -4.683  -0.112  0.000
C  -3.141  -5.416  -0.554  0.000
C  -1.886  -4.824  -0.600  0.000
C  -1.726  -3.508  -0.196  0.000
C  -4.021  -0.431  1.431  0.000
C  -4.372  -0.928  2.689  0.000
C  -5.476  -0.440  3.366  0.000
C  -6.241  0.578  2.807  0.000
C  -5.896  1.088  1.566  0.000
C  -4.798  0.585  0.879  0.000
N  -0.116  -0.328  -1.488  0.002
H  2.404  0.448  -2.189  0.000
H  2.755  -1.002  -3.138  0.000
H  4.424  0.913  -1.706  0.000
H  6.791  1.478  -1.614  0.000
H  8.431  -0.123  -0.661  0.000
H  7.641  -2.304  0.209  0.000
H  5.254  -2.878  0.123  0.000
H  1.602  -3.656  0.506  0.000
H  1.400  -6.054  -0.073  0.000
H  2.521  -6.931  -2.098  0.000
H  3.846  -5.409  -3.529  0.000
H  4.047  -3.024  -2.943  0.000
H  0.473  -2.174  -4.135  0.000
H  -2.169  -1.975  -3.444  0.000
H  -2.528  0.818  -0.904  0.000
H  -3.483  -0.550  -1.508  0.000
H  -4.938  -2.790  0.605  0.000
H  -5.216  -5.140  -0.077  0.000
H  -3.268  -6.447  -0.862  0.000
H  -1.028  -5.381  -0.956  0.000
H  -0.744  -3.049  -0.237  0.000
H  -3.764  -1.704  3.143  0.000
H  -5.734  -0.842  4.338  0.000
H  -7.097  0.972  3.341  0.000
H  -6.478  1.889  1.126  0.000
H  -4.546  1.009  -0.085  0.000
N  2.353  3.116  -1.067  -0.001
C  3.038  2.635  -0.004  0.014
N  4.284  3.079  0.184  0.066
C  4.919  2.486  1.212  0.030
N  6.200  2.928  1.444  0.008
N  4.449  1.562  2.023  0.075
C  3.171  1.171  1.775  0.170
N  2.441  1.708  0.747  0.077
C  2.580  0.162  2.577  0.130
C  3.301  -0.470  3.628  0.057
C  2.721  -1.473  4.344  0.057
C  1.398  -1.880  4.037  0.130
C  0.750  -1.226  3.014  0.009
N  1.291  -0.233  2.306  0.155
H  2.746  3.928  -1.510  0.000
H  1.338  3.080  -1.048  0.000
H  6.636  3.375  0.657  0.001
H  6.770  2.288  1.972  0.000
H  4.310  -0.135  3.821  0.003
H  3.270  -1.960  5.141  0.001
H  0.903  -2.676  4.575  0.010
H  -0.261  -1.502  2.727  -0.003
C  -5.431  0.572  -4.164  0.000
C  -4.394  1.495  -3.580  0.000
C  -3.052  1.367  -3.914  0.000
C  -2.090  2.188  -3.343  0.000
C  -2.476  3.165  -2.440  0.000
C  -3.817  3.327  -2.110  0.000
C  -4.765  2.489  -2.675  0.000
S  -1.234  4.132  -1.615  0.000
O  -1.880  5.368  -1.226  0.000
O  -0.109  4.221  -2.515  0.000
N  -0.774  3.209  -0.409  0.000
C  -1.492  3.050  0.734  0.000
C  -2.543  3.865  1.221  0.000
C  -3.130  3.559  2.426  0.000
C  -2.691  2.468  3.177  0.000
C  -1.670  1.715  2.645  0.000
N  -1.106  1.983  1.467  0.000
H  -4.976  -0.145  -4.846  0.000
H  -6.193  1.128  -4.714  0.000
H  -5.939  0.011  -3.377  0.000
H  -2.741  0.588  -4.600  0.000
H  -1.041  2.059  -3.574  0.000
H  -4.107  4.109  -1.422  0.000
H  -5.811  2.607  -2.411  0.000
H  -2.841  4.732  0.653  0.000
H  -3.935  4.183  2.796  0.000
H  -3.136  2.205  4.125  0.000
H  -1.279  0.845  3.161  0.000

---

DFT (ωB97M-V with the def2-TZVPD basis set) results for 8 unconnected molecules or ions with the total composition C50H46NO16P.

Results
Kohn-Sham gap: 5.996 eV
lowest unoccupied orbital energy: -1.845 eV
SMILES string: C=CCPOCCNC[C@H](C)O.O=C1C=CC(=O)C=C1.O=C1C=CC(=O)C=C1.O=C1C=CC(=O)C=C1.O=C1C=CC(=O)C=C1.O=C1C=CC(=O)C=C1.O=C1C=CC(=O)C=C1.O=C1C=CC(=O)C=C1

Last column: Mulliken charge in e.
Geometry (Å):
C  1.867  -0.492  0.617  -0.671
C  2.304  -0.729  -0.660  0.207
C  2.937  0.384  -1.578  -0.501
P  2.053  0.555  -3.220  -0.575
O  1.196  2.001  -3.383  0.244
C  1.103  2.768  -2.188  -0.676
C  0.168  2.158  -1.066  -0.088
N  -0.630  0.999  -1.499  0.365
C  -2.009  1.008  -0.951  -0.942
C  -2.535  -0.485  -1.044  0.156
C  -2.070  -1.150  -2.411  -0.705
O  -3.960  -0.571  -0.945  -0.628
H  0.866  -0.840  0.960  0.209
H  2.511  0.000  1.388  0.192
H  2.230  -1.797  -1.022  0.192
H  3.973  0.008  -1.812  0.395
H  3.075  1.319  -0.993  0.376
H  1.035  -0.467  -3.175  0.003
H  2.100  3.070  -1.762  0.309
H  0.632  3.744  -2.490  0.383
H  0.797  1.936  -0.163  0.178
H  -0.563  2.957  -0.757  0.124
H  -0.181  0.193  -1.045  -0.289
H  -2.617  1.706  -1.576  0.505
H  -1.947  1.346  0.118  0.412
H  -2.018  -1.072  -0.234  0.125
H  -2.767  -1.973  -2.681  0.477
H  -1.020  -1.524  -2.289  -0.009
H  -2.039  -0.348  -3.185  0.130
H  -4.272  0.339  -0.792  0.456
O  0.852  -8.066  0.642  -0.574
C  1.193  -7.024  0.121  0.234
C  1.271  -6.890  -1.352  -0.442
C  1.648  -5.746  -1.922  -0.203
C  2.002  -4.561  -1.106  0.399
O  2.345  -3.513  -1.624  -0.598
C  1.924  -4.696  0.366  -0.393
C  1.548  -5.839  0.935  -0.229
H  1.008  -7.765  -1.932  0.455
H  1.712  -5.628  -2.997  0.454
H  2.187  -3.820  0.946  0.440
H  1.484  -5.955  2.007  0.378
O  10.031  0.341  -1.116  -0.544
C  8.914  0.524  -0.681  0.325
C  8.447  1.879  -0.303  -0.397
C  7.221  2.078  0.176  -0.380
C  6.271  0.955  0.350  0.439
O  5.153  1.137  0.784  -0.530
C  6.736  -0.399  -0.028  -0.227
C  7.962  -0.599  -0.507  -0.398
H  9.155  2.687  -0.437  0.401
H  6.864  3.060  0.458  0.424
H  6.028  -1.208  0.106  0.465
H  8.320  -1.581  -0.790  0.406
O  -0.269  -5.211  3.513  -0.552
C  -0.105  -5.903  4.498  0.454
C  -0.648  -7.279  4.570  -0.285
C  -0.469  -8.036  5.650  -0.331
C  0.280  -7.535  6.826  0.355
O  0.444  -8.225  7.809  -0.544
C  0.823  -6.158  6.754  -0.333
C  0.644  -5.401  5.673  -0.419
H  -1.192  -7.629  3.701  0.437
H  -0.859  -9.043  5.720  0.408
H  1.367  -5.807  7.622  0.402
H  1.034  -4.393  5.602  0.421
O  -3.999  5.528  4.473  -0.582
C  -4.125  4.660  3.630  0.486
C  -3.244  4.611  2.440  -0.648
C  -3.385  3.662  1.518  -0.118
C  -4.426  2.615  1.643  0.255
O  -4.552  1.748  0.802  -0.456
C  -5.306  2.665  2.832  -0.499
C  -5.166  3.614  3.755  -0.140
H  -2.489  5.383  2.366  0.433
H  -2.751  3.610  0.641  0.412
H  -6.061  1.893  2.908  0.466
H  -5.798  3.665  4.629  0.349
O  -0.144  -0.975  -7.912  -0.562
C  0.415  -1.821  -7.248  0.189
C  -0.004  -2.110  -5.856  -0.211
C  0.613  -3.035  -5.127  0.018
C  1.743  -3.818  -5.675  0.427
O  2.303  -4.661  -5.005  -0.554
C  2.163  -3.533  -7.066  -0.476
C  1.547  -2.607  -7.797  -0.505
H  -0.832  -1.529  -5.471  0.447
H  0.320  -3.258  -4.109  0.353
H  2.992  -4.115  -7.449  0.434
H  1.839  -2.384  -8.815  0.403
O  -5.493  6.431  10.244  -0.543
C  -5.618  5.565  9.403  0.337
C  -4.738  5.515  8.213  -0.416
C  -4.878  4.565  7.290  -0.041
C  -5.919  3.519  7.415  0.506
O  -6.045  2.651  6.572  -0.568
C  -6.799  3.569  8.605  -0.470
C  -6.660  4.518  9.527  -0.375
H  -3.982  6.287  8.138  0.432
H  -4.246  4.514  6.416  0.326
H  -7.555  2.796  8.679  0.411
H  -7.293  4.570  10.404  0.402
O  -1.540  7.017  -7.716  -0.562
C  -0.986  6.165  -7.053  0.293
C  -1.412  5.874  -5.664  -0.455
C  -0.803  4.941  -4.935  -0.249
C  0.325  4.152  -5.482  0.455
O  0.879  3.298  -4.815  -0.495
C  0.750  4.442  -6.871  -0.480
C  0.141  5.375  -7.600  -0.374
H  -2.238  6.460  -5.280  0.421
H  -1.101  4.717  -3.918  0.424
H  1.576  3.856  -7.254  0.433
H  0.438  5.600  -8.616  0.394

---

Results for energy: -8041.3679 -3810.1438 -3532.4009 (in Ha, following the order of the records).
Results for strongest force on any atom: 1.5 0.2 6.1 (in eV/A, following the order of the records).